{"formula": "C15H23NO4", "method": "the ωB97M-V functional and the def2-TZVPD basis", "species": ["O", "O", "O", "O", "C", "C", "C", "C", "C", "C", "N", "C", "C", "C", "C", "C", "C", "C", "C", "C", "H", "H", "H", "H", "H", "H", "H", "H", "H", "H", "H", "H", "H", "H", "H", "H", "H", "H", "H", "H", "H", "H", "H"], "xyz": [[-3.030117, 0.928383, -1.623137], [1.321930, -0.000443, 2.912385], [-1.443405, -0.234853, -0.413047], [0.853128, 0.965680, 0.859550], [-2.312537, -0.047604, -1.439189], [1.621118, 0.309121, 1.734891], [-2.679111, 1.320014, 1.245482], [-1.529224, 0.671546, 0.623903], [-2.271193, 2.216422, 2.195522], [-0.449463, 1.217173, 1.260076], [-0.870092, 2.171509, 2.228763], [0.002990, 3.169586, 2.855775], [-2.236219, -0.559164, -3.908432], [-3.478080, -2.135876, -2.421594], [-1.014728, -2.093385, -2.313642], [3.593424, 0.699558, 0.109981], [2.795044, -1.598769, 0.561121], [4.020459, -0.333404, 2.339483], [-2.257502, -1.189836, -2.519421], [2.975676, -0.179400, 1.193542], [-3.698900, 1.134412, 0.975858], [-2.889879, 2.911948, 2.720276], [-0.526935, 3.636960, 3.715062], [0.259125, 3.954486, 2.136113], [0.922477, 2.707831, 3.258027], [-1.331589, 0.036733, -3.988995], [-2.141217, -1.335092, -4.692076], [-3.180218, -0.024046, -4.088590], [-3.448050, -2.771691, -1.548789], [-3.474057, -2.778511, -3.334370], [-4.393144, -1.570216, -2.380307], [-0.108832, -1.484854, -2.238665], [-1.120925, -2.669743, -1.381853], [-0.887689, -2.812881, -3.123937], [4.567658, 0.257931, -0.230682], [3.769799, 1.724777, 0.440778], [2.955164, 0.709200, -0.749968], [2.219887, -2.232951, 1.232038], [3.763146, -2.008658, 0.377641], [2.224255, -1.542178, -0.404000], [5.024405, -0.435735, 1.903536], [3.875281, -1.252035, 2.905929], [4.008142, 0.548052, 3.014961]], "forces_ev_per_a": [[1.313, -1.648, 1.044], [0.021, 1.455, -3.569], [-0.793, 0.154, 0.196], [-0.219, 0.499, 0.727], [-1.130, 0.627, -2.188], [1.109, -2.185, 3.700], [0.136, -0.745, -0.599], [-0.592, 1.942, 1.688], [1.572, -1.180, -1.426], [-0.916, 0.790, 0.295], [0.298, -0.699, -0.807], [-0.182, -0.133, 0.437], [-0.124, -0.410, -0.154], [0.301, 0.197, -0.645], [-0.014, 0.382, 0.477], [0.695, -0.147, -0.070], [-1.703, 1.039, -0.339], [-0.254, 0.441, 0.034], [0.469, -1.060, 0.727], [0.872, -0.544, -0.297], [-0.211, 0.000, -0.052], [0.210, 0.208, 0.474], [0.240, -0.404, -0.651], [0.042, -0.102, 0.129], [-0.482, 0.076, -0.304], [-0.210, 0.583, -0.200], [-0.138, 0.133, 0.505], [0.617, 0.219, 0.003], [0.131, -0.185, 0.286], [-0.101, 0.420, 0.703], [-0.487, 0.212, -0.168], [0.010, -0.157, -0.045], [0.140, 0.248, -0.247], [-0.170, 0.137, -0.110], [-0.804, 0.389, 0.439], [0.029, -0.030, 0.004], [-0.426, 0.251, -0.575], [0.141, -0.181, 0.097], [0.646, -0.377, -0.140], [0.533, -0.008, 0.757], [-0.285, 0.227, -0.040], [-0.333, 0.191, 0.230], [0.048, -0.626, -0.324]], "max_force_ev_per_a": 4.44, "homo_energy_ev": -8.5, "mol_weight_g_mol": 281.35, "de_lowest_kj_mol": 237.99, "smiles": "Cn1ccc(OC(=O)C(C)(C)C)c1OC(=O)C(C)(C)C", "lumo_energy_ev": 0.7, "total_charge": 0, "gap_ev": 9.157}